C15H33CrO7Si as an isolated structure. Source: OMol25; level of theory: ωB97M-V/def2-TZVPD.

XYZ file:
```
57
Properties=species:S:1:pos:R:3:forces:R:3
Cr -0.0028 -0.0885 -0.5366 0.09 0.06 -0.01
C 0.9788 2.6499 0.7894 -0.02 0.07 -0.11
C -0.1751 3.0371 -0.0853 0.00 0.03 -0.07
O -0.0173 2.3446 -1.3210 -0.01 0.03 0.03
C -1.0983 2.5881 -2.2248 -0.03 -0.07 0.01
C -2.0940 1.4325 -2.1872 0.04 0.05 0.00
O -2.1090 0.9285 -0.8472 -0.03 0.02 0.02
C -3.1733 0.0066 -0.6250 0.01 -0.02 0.00
C -2.9858 -0.5516 0.7584 0.04 0.01 0.01
O -1.7262 -1.2089 0.7531 -0.04 0.03 0.04
C -1.3335 -1.7465 2.0059 0.02 -0.02 -0.02
C -0.1410 -2.6308 1.7382 -0.01 0.02 0.01
O 0.7857 -1.8433 1.0011 -0.01 -0.07 -0.05
C 2.0105 -2.4833 0.6722 -0.01 0.03 0.02
C 2.4763 -1.8947 -0.6503 -0.02 -0.04 0.02
O 2.2138 -0.4910 -0.7191 0.02 0.02 -0.06
C 3.0212 0.3491 0.1053 -0.04 0.03 0.08
C 2.2537 0.7214 1.3617 0.05 -0.05 -0.10
O 0.9650 1.2246 0.9611 -0.05 -0.05 0.19
H 0.9013 3.1324 1.7659 0.01 -0.01 0.01
H 1.9163 2.9498 0.3140 -0.01 -0.02 0.00
H -0.1531 4.1186 -0.2512 0.00 0.00 0.01
H -1.1269 2.7741 0.3841 0.00 -0.02 -0.01
H -0.6801 2.6786 -3.2262 0.01 0.02 0.00
H -1.5772 3.5339 -1.9644 0.00 0.00 0.01
H -1.7913 0.6225 -2.8519 -0.01 -0.01 0.00
H -3.0912 1.7863 -2.4619 0.00 0.00 -0.01
H -3.1201 -0.7946 -1.3672 0.00 0.01 0.00
H -4.1358 0.5184 -0.7073 0.00 0.01 0.00
H -3.7847 -1.2595 0.9967 0.00 -0.01 0.00
H -2.9889 0.2516 1.5045 -0.01 0.00 0.00
H -2.1420 -2.3392 2.4436 -0.01 0.00 0.00
H -1.0771 -0.9345 2.6962 0.00 0.00 0.00
H -0.4342 -3.4993 1.1426 0.01 0.01 0.02
H 0.2991 -2.9690 2.6810 0.00 0.00 0.01
H 1.8701 -3.5613 0.5581 0.01 -0.01 -0.01
H 2.7339 -2.3202 1.4789 0.00 0.00 0.00
H 1.9059 -2.3189 -1.4725 0.00 0.01 -0.01
H 3.5393 -2.0875 -0.8105 0.01 0.01 -0.01
H 3.2288 1.2420 -0.4863 0.03 -0.02 -0.01
H 3.9704 -0.1339 0.3471 -0.01 -0.01 0.01
H 2.7876 1.4794 1.9370 -0.02 0.02 0.00
H 2.0714 -0.1374 1.9998 -0.02 -0.01 -0.01
C -2.3533 -2.3594 -3.7714 0.00 0.07 -0.01
Si -0.7261 -2.4842 -2.8493 -0.02 -0.05 -0.05
C 0.6324 -2.8465 -4.0849 -0.01 -0.01 0.01
C -0.8594 -3.9255 -1.6506 0.01 -0.01 0.01
O -0.4127 -1.1034 -2.0622 0.02 0.02 0.05
H -2.5035 -3.2145 -4.4341 0.02 -0.01 0.01
H -2.3777 -1.4590 -4.3914 -0.02 -0.02 -0.01
H -3.2099 -2.3251 -3.0928 0.00 0.01 -0.01
H 0.3886 -3.7187 -4.6959 0.01 0.00 0.00
H 1.5908 -3.0461 -3.5985 0.00 0.00 -0.02
H 0.7761 -1.9973 -4.7566 0.00 -0.01 0.00
H -1.1051 -4.8512 -2.1759 0.00 -0.01 0.01
H -1.6462 -3.7412 -0.9140 0.00 0.00 0.00
H 0.0787 -4.0962 -1.1135 0.00 -0.01 -0.01
```
Forces are in eV/Å.

## Properties
* LUMO (alpha / beta): -2.0 / -2.0 eV
* gap between HOMO and LUMO (alpha / beta): 8.974 / 9.858 eV
* multiplicity: 5
* HOMO energy (alpha / beta): -10.986 / -11.876 eV
* net charge: +1

C23H19N3O9Pt as an isolated structure at a distorted geometry. Source: OMol25; level of theory: ωB97M-V/def2-TZVPD.

XYZ file:
```
55
Properties=species:S:1:pos:R:3:forces:R:3
Pt -0.3457 0.2093 0.4964 -0.59 0.26 1.43
C 0.8808 -2.0182 2.1856 0.09 -0.11 -0.02
N 0.6502 -0.5713 2.2120 -0.42 0.40 -0.55
C 1.9354 0.1434 2.2882 0.22 0.01 0.12
C -0.2074 -0.2117 3.3624 -0.01 -0.12 0.22
C -0.6998 1.1853 3.1854 -0.06 0.10 0.27
C -0.9400 2.0580 4.2382 -0.07 0.03 -0.04
C -1.4548 3.3263 3.9847 -0.01 -0.04 0.00
C -1.7173 3.7031 2.6709 0.01 -0.13 -0.04
C -1.4526 2.8293 1.6186 -0.07 0.12 0.08
C -0.9337 1.5561 1.8617 0.29 0.08 -0.96
H 1.4100 -2.3241 3.0986 0.05 0.04 0.00
H 1.4939 -2.2691 1.3200 -0.01 0.06 0.00
H -0.0735 -2.5349 2.1211 -0.01 0.03 0.03
H 2.5033 -0.2079 3.1627 -0.06 -0.02 0.00
H 1.7567 1.2124 2.3743 -0.04 -0.02 0.01
H 2.5086 -0.0192 1.3790 -0.04 -0.04 -0.01
H 0.3415 -0.3388 4.3064 0.08 -0.08 -0.01
H -1.0492 -0.9064 3.3478 0.00 -0.06 -0.03
H -0.7313 1.7482 5.2586 0.00 0.00 0.00
H -1.6488 4.0117 4.8029 0.01 -0.01 -0.02
H -2.1256 4.6874 2.4625 0.03 -0.02 0.00
H -1.6520 3.1369 0.5976 0.00 -0.02 0.03
O -1.5519 2.7128 -2.5946 0.00 -0.06 0.14
C -0.7605 2.0111 -1.9649 0.07 -0.14 -0.13
O -1.1592 1.0722 -1.1781 0.00 0.12 0.27
C 0.7339 2.2533 -2.2704 0.00 0.01 0.06
C 0.9673 3.0566 -3.3452 0.08 0.18 -0.19
C 2.2692 3.4177 -3.7534 -0.19 -0.03 -0.02
C 3.3666 2.9686 -3.0542 0.17 0.00 -0.07
C 3.1943 2.1379 -1.9730 -0.17 -0.01 -0.01
C 1.8630 1.7115 -1.5072 0.13 0.23 -0.17
O 1.7145 0.9960 -0.5196 0.60 -0.47 -0.05
N 4.4202 1.7053 -1.3209 -0.02 0.19 -0.19
O 5.4626 2.3089 -1.5880 -0.02 0.11 -0.05
O 4.4091 0.7656 -0.5542 -0.21 -0.30 0.23
N 2.4676 4.2560 -4.9025 0.03 -0.14 0.22
O 3.6119 4.5677 -5.2198 0.22 0.02 -0.02
O 1.4921 4.6369 -5.5314 -0.29 0.06 -0.12
H 0.1127 3.4342 -3.8864 -0.01 0.03 0.02
H 4.3611 3.2448 -3.3618 0.04 0.04 0.00
O -1.9545 -3.1240 1.6994 0.01 -0.01 -0.20
C -1.8064 -2.9261 0.4731 -0.22 0.20 0.02
O -1.3244 -1.9251 -0.1090 0.35 -0.49 -0.31
C -2.2833 -4.0454 -0.4644 0.03 -0.03 0.09
C -2.9921 -5.1298 0.0420 0.00 -0.07 -0.08
C -3.4045 -6.1601 -0.7963 0.03 0.08 0.01
C -3.0983 -6.1164 -2.1523 0.01 0.03 0.04
C -2.3896 -5.0343 -2.6628 -0.02 0.00 0.05
C -1.9899 -4.0010 -1.8224 -0.06 -0.07 -0.09
H -3.2024 -5.1406 1.1041 0.01 0.00 -0.01
H -3.9631 -6.9996 -0.3951 0.02 0.02 0.00
H -3.4118 -6.9219 -2.8081 0.00 0.02 0.01
H -2.1516 -4.9984 -3.7202 0.00 0.02 0.02
H -1.4513 -3.1402 -2.1979 0.00 0.00 0.02
```
Forces are in eV/Å.

## Properties
* LUMO: 4.6 eV
* gap between HOMO and LUMO: 6.194 eV
* multiplicity: 1
* HOMO energy: -1.625 eV
* net charge: -2

The molecule C5H6O at a distorted geometry. Source: OMol25; level of theory: ωB97M-V/def2-TZVPD.

XYZ file:
```
12
Properties=species:S:1:pos:R:3:forces:R:3
C -2.1364 -0.9169 -0.7551 0.04 0.02 0.09
C -1.0446 -0.5558 -0.4941 6.52 1.43 0.96
C 0.6487 -0.2323 -0.3051 -3.00 -1.71 -4.22
C 1.4038 -0.5984 -1.4207 -1.28 0.11 2.34
O 1.0635 0.3568 0.8134 -0.93 0.37 0.00
C -0.0065 1.0843 1.5436 4.58 2.82 0.23
H -3.0370 -1.3525 -0.9078 -2.22 -0.78 -0.47
H 2.4618 -0.4781 -1.2852 0.44 0.26 -0.12
H 1.1048 -1.1789 -2.3346 -0.29 0.87 1.46
H -0.0341 2.1896 1.2119 -0.28 -1.87 -0.03
H 0.4133 1.1535 2.5681 -0.81 -0.50 -0.44
H -0.8374 0.5287 1.3655 -2.78 -1.03 0.20
```
Forces are in eV/Å.

## Properties
* LUMO: 1.1 eV
* gap between HOMO and LUMO: 9.879 eV
* SMILES: C#CC(=C)OC
* multiplicity: 1
* HOMO energy: -8.828 eV
* net charge: 0

The molecule C3H5N3 at a distorted geometry. Source: OMol25; level of theory: ωB97M-V/def2-TZVPD.

XYZ file:
```
11
Properties=species:S:1:pos:R:3:forces:R:3
C -0.9947 -1.9323 -0.7183 1.76 0.52 1.07
C -1.1605 -0.4771 -0.7468 0.49 -3.34 0.21
C 1.1998 1.4711 0.9194 -0.54 -1.22 2.74
N 0.1198 -2.2904 -0.1767 -2.17 -0.90 -1.18
N -0.1342 0.0065 -0.2082 1.17 1.09 1.63
N 0.3612 1.1201 -0.1534 -0.17 0.42 -1.74
H -1.8259 -2.4810 -1.1295 0.16 -1.11 -0.09
H -1.8976 -0.0613 -1.3046 -2.20 2.03 -1.20
H 1.6433 0.6523 1.5985 -1.65 0.65 -0.71
H 2.0698 1.7508 0.4547 2.08 1.97 -0.84
H 0.6191 2.2413 1.4650 1.06 -0.12 0.10
```
Forces are in eV/Å.

## Properties
* LUMO (alpha / beta): -1.0 / 0.1 eV
* gap between HOMO and LUMO (alpha / beta): 7.740 / 8.364 eV
* multiplicity: 1
* HOMO energy (alpha / beta): -8.742 / -8.274 eV
* net charge: 0

The molecule C5H10N2 at a distorted geometry. Source: OMol25; level of theory: ωB97M-V/def2-TZVPD.

XYZ file:
```
17
Properties=species:S:1:pos:R:3:forces:R:3
C 0.0999 -1.5405 -0.8998 -0.01 -0.60 -0.11
C 2.0771 -0.9180 1.0635 0.30 -0.10 -0.25
C 1.0207 0.0294 0.6264 -0.61 -0.20 -0.23
N 0.0912 -0.2476 -0.2459 0.11 1.55 0.51
H 0.9053 0.9881 1.1133 -0.04 0.13 -0.16
H 1.0556 -1.7161 -1.4002 -0.12 0.06 0.10
H -0.0669 -2.3406 -0.1646 0.09 0.27 -0.15
H -0.6971 -1.5862 -1.6336 -0.02 0.11 -0.01
H 2.7786 -0.3986 1.7192 -0.13 -0.10 -0.04
H 2.6587 -1.3263 0.2240 -0.15 0.04 0.16
H 1.6544 -1.7639 1.6141 0.04 -0.03 0.01
N -2.2929 2.5109 -0.0449 -0.11 0.10 -0.37
C -1.1571 1.8240 0.1399 0.21 -0.42 0.64
C -0.9766 0.6730 -0.5805 0.15 -0.74 -0.21
H -3.0045 2.2658 -0.7331 0.09 0.01 0.16
H -2.5149 3.2836 0.5581 0.10 -0.01 -0.19
H -1.6316 0.2629 -1.3557 0.10 -0.05 0.15
```
Forces are in eV/Å.

## Properties
* LUMO: 0.8 eV
* gap between HOMO and LUMO: 7.552 eV
* multiplicity: 1
* HOMO energy: -6.758 eV
* net charge: 0

A 14-piece molecular cluster, H28O14 overall. Source: OMol25; level of theory: ωB97M-V/def2-TZVPD.

XYZ file:
```
42
Properties=species:S:1:pos:R:3:forces:R:3
O -3.9732 -0.1869 -0.8524 0.28 0.34 0.05
H -3.1819 0.2257 -1.2561 -0.64 -0.17 0.13
H -4.6770 0.4576 -0.9714 0.02 -0.06 -0.01
O 0.6185 -3.1493 0.9638 -0.04 0.11 -0.15
H 0.9484 -3.4041 1.8306 0.04 0.05 -0.04
H 0.4384 -2.2021 1.0436 0.21 -0.06 0.03
O -0.0842 3.0966 -0.3581 0.04 0.52 -0.02
H 0.2329 3.0959 -1.2681 -0.13 -0.12 0.03
H -0.2393 4.0295 -0.1541 0.17 -0.07 -0.05
O -1.0123 -2.5185 -1.4449 0.00 -0.10 0.04
H -0.3320 -3.1536 -1.6993 0.02 0.15 0.10
H -1.0661 -2.5882 -0.4780 -0.18 -0.05 0.00
O 0.6685 -0.6312 -3.7910 -0.24 0.31 -0.46
H 0.6791 0.0567 -4.4690 0.18 -0.14 0.01
H 0.3754 -1.4288 -4.2539 -0.02 0.05 0.16
O 3.3429 1.0025 0.1698 0.14 0.33 -0.14
H 4.0300 1.2577 0.7992 -0.07 -0.05 -0.05
H 3.4378 1.6279 -0.5564 0.08 -0.05 0.04
O -2.0319 -1.6039 1.2164 0.19 0.29 -0.05
H -2.8624 -1.1161 1.1474 0.06 -0.02 -0.28
H -1.3962 -0.9576 1.5698 -0.49 -0.48 -0.06
O 2.4355 -0.6685 2.3050 -0.10 0.08 0.18
H 1.4911 -0.6206 2.5474 0.45 -0.01 -0.30
H 2.5558 0.0547 1.6747 -0.20 -0.32 0.06
O -1.6612 0.0910 -2.2717 0.52 0.41 0.22
H -0.8469 0.0914 -2.8137 -0.57 -0.48 0.28
H -1.6269 -0.7287 -1.7382 0.21 -0.36 -0.74
O 0.4457 0.0542 -0.1594 -0.22 0.14 -0.34
H 1.1828 0.6025 -0.4557 0.08 -0.24 0.26
H -0.2206 0.1190 -0.8718 0.24 0.03 0.50
O -1.7635 1.8135 1.4266 0.03 0.40 0.08
H -1.4171 2.3633 0.6986 -0.02 -0.55 0.10
H -2.4794 2.3307 1.8128 -0.01 -0.18 0.01
O -0.2352 -0.3592 2.9951 0.05 0.48 0.23
H -0.4264 0.4632 2.5116 0.00 0.03 -0.01
H 0.1174 -0.0624 3.8439 -0.16 -0.08 -0.01
O 2.3179 -2.1498 -2.0937 -0.22 0.12 -0.10
H 1.7824 -1.4858 -2.5599 0.30 -0.24 0.37
H 2.0030 -2.1360 -1.1798 0.03 0.02 -0.02
O 1.1882 2.8293 2.4751 -0.08 0.02 -0.03
H 0.4202 2.8999 3.0515 0.02 0.00 -0.06
H 0.8219 2.5883 1.6136 0.05 -0.06 0.02
```
Forces are in eV/Å.

## Properties
* LUMO: -0.5 eV
* gap between HOMO and LUMO: 9.592 eV
* multiplicity: 1
* HOMO energy: -10.132 eV
* net charge: 0